No. 1
{"formula": "C19H28InN2O6P2", "method": "ωB97M-V/def2-TZVPD", "species": ["In", "O", "N", "N", "O", "C", "C", "C", "C", "C", "C", "H", "H", "H", "H", "H", "C", "P", "C", "C", "O", "H", "H", "H", "H", "H", "H", "H", "H", "H", "O", "C", "C", "C", "C", "C", "C", "C", "O", "O", "H", "H", "H", "H", "H", "C", "P", "C", "C", "H", "H", "H", "H", "H", "H", "H", "H", "H"], "xyz": [[1.054629, 0.904940, 0.602608], [0.110653, 1.293500, 2.485137], [-0.858336, 0.505206, 2.835133], [-0.966357, -0.529336, 2.116148], [-0.172288, -0.791192, 1.096537], [-2.037350, -1.476587, 2.366328], [-2.327685, -2.380596, 1.363478], [-3.354956, -3.289934, 1.564956], [-4.070767, -3.287213, 2.752298], [-3.757057, -2.370407, 3.750234], [-2.733787, -1.455899, 3.566695], [-1.763042, -2.368515, 0.440764], [-3.594099, -4.001918, 0.785479], [-4.871183, -4.000249, 2.905710], [-4.308360, -2.369386, 4.682385], [-2.477601, -0.744516, 4.339556], [-1.003640, 5.091080, 0.381108], [-0.168795, 3.919105, -0.672425], [-1.411081, 3.140775, -1.687541], [0.912299, 4.825400, -1.766145], [0.632921, 2.941941, 0.174513], [-1.553429, 5.819362, -0.218577], [-0.266654, 5.605018, 0.998829], [-1.695637, 4.551639, 1.028496], [-1.970399, 3.905621, -2.229215], [-2.102947, 2.575334, -1.061418], [-0.929921, 2.469339, -2.397975], [0.350031, 5.551960, -2.356004], [1.403293, 4.116342, -2.433836], [1.666127, 5.342936, -1.172049], [-1.989916, -0.210939, -1.744875], [-1.509508, -1.383258, -2.219331], [-2.431046, -2.328916, -2.657313], [-1.992611, -3.543101, -3.147417], [-0.629156, -3.842979, -3.203166], [0.280612, -2.913748, -2.744844], [-0.140142, -1.675066, -2.249747], [0.871503, -0.747101, -1.684516], [2.000409, -1.140771, -1.403970], [0.493345, 0.505542, -1.419825], [-1.207682, 0.323751, -1.515706], [-3.485710, -2.082997, -2.612759], [-2.717952, -4.270795, -3.491372], [-0.292419, -4.791412, -3.601021], [1.342403, -3.121800, -2.759176], [4.210563, 0.690690, 2.300996], [3.411799, 0.000974, 0.817467], [3.587835, -1.783908, 1.028660], [4.445558, 0.593504, -0.544656], [5.228442, 0.307004, 2.391345], [3.647176, 0.406067, 3.189735], [4.244749, 1.778198, 2.242948], [4.560135, -2.071885, 0.625539], [2.808119, -2.322672, 0.497695], [3.552545, -2.008258, 2.092517], [5.373994, 0.021637, -0.572384], [4.678064, 1.641980, -0.365068], [3.924308, 0.476507, -1.490961]], "forces_ev_per_angstrom": [[-0.1, -0.1, -0.3], [-0.2, 0.0, 0.2], [0.3, -0.1, -0.3], [-0.2, -0.2, 0.0], [-0.1, 0.2, 0.2], [0.1, 0.1, 0.0], [0.0, -0.1, -0.2], [-0.1, 0.0, 0.0], [0.0, 0.0, 0.0], [0.0, 0.0, 0.0], [0.1, 0.1, 0.0], [0.0, 0.0, 0.1], [0.0, 0.0, 0.0], [0.0, 0.0, 0.0], [0.0, 0.0, -0.1], [0.0, 0.0, 0.0], [0.0, 0.0, 0.1], [0.0, 0.1, 0.0], [0.0, -0.1, 0.0], [0.1, 0.0, 0.0], [0.2, -0.2, 0.0], [0.0, 0.0, 0.1], [0.0, 0.0, 0.0], [0.0, 0.0, 0.0], [0.0, 0.0, 0.0], [0.0, 0.0, 0.0], [0.0, 0.0, 0.0], [0.0, 0.0, 0.0], [0.0, 0.0, 0.0], [0.0, 0.0, 0.0], [-0.2, -0.1, -0.1], [-0.1, 0.2, 0.1], [-0.1, -0.1, -0.1], [0.1, 0.0, 0.0], [0.0, 0.0, 0.0], [0.0, 0.0, 0.0], [0.1, 0.2, 0.0], [0.0, -0.1, 0.0], [0.0, 0.2, 0.0], [0.1, -0.5, 0.2], [0.1, 0.1, 0.0], [0.1, 0.0, 0.0], [0.0, 0.0, 0.0], [0.0, 0.0, 0.0], [0.0, 0.0, 0.0], [0.0, -0.1, 0.0], [0.2, 0.6, 0.3], [-0.1, 0.0, -0.2], [0.0, -0.2, 0.0], [0.0, 0.0, 0.0], [0.0, 0.0, 0.0], [0.0, 0.0, 0.0], [0.0, 0.0, 0.1], [0.0, 0.0, 0.0], [0.0, 0.0, 0.0], [0.0, 0.0, 0.0], [0.0, 0.0, 0.0], [0.0, 0.0, 0.0]], "mulliken_charge": [1.61, -0.49, -0.46, 0.91, -0.51, 0.27, -0.05, -0.66, -0.52, -0.48, -0.56, 0.39, 0.41, 0.40, 0.39, 0.47, -1.16, 1.10, -1.09, -1.25, -0.69, 0.40, 0.35, 0.34, 0.51, 0.33, 0.24, 0.40, 0.33, 0.37, -0.68, 0.10, -0.50, -0.41, -0.71, -0.54, 0.43, 0.73, -0.71, -0.79, 0.40, 0.47, 0.42, 0.43, 0.46, -1.33, 0.94, -1.21, -1.29, 0.43, 0.39, 0.40, 0.42, 0.26, 0.41, 0.44, 0.38, 0.34], "largest_force_ha_per_bohr": 0.0129, "total_energy_ha": -2174.458070, "charge": 1}

No. 2
{"formula": "C40H57Cl6F3O30", "method": "ωB97M-V/def2-TZVPD", "species": ["C", "C", "C", "O", "C", "O", "O", "H", "H", "H", "H", "H", "H", "C", "C", "C", "O", "C", "O", "O", "H", "H", "H", "H", "H", "H", "C", "C", "C", "O", "C", "O", "O", "H", "H", "H", "H", "H", "H", "C", "C", "C", "O", "C", "O", "O", "H", "H", "H", "H", "H", "H", "C", "C", "C", "O", "C", "O", "O", "H", "H", "H", "H", "H", "H", "C", "C", "C", "O", "C", "O", "O", "H", "H", "H", "H", "H", "H", "C", "C", "C", "O", "C", "O", "O", "H", "H", "H", "H", "H", "H", "C", "Cl", "Cl", "H", "H", "C", "Cl", "Cl", "H", "H", "C", "Cl", "Cl", "H", "H", "C", "C", "O", "C", "O", "O", "F", "H", "H", "H", "C", "C", "O", "C", "O", "O", "F", "H", "H", "H", "C", "C", "O", "C", "O", "O", "F", "H", "H", "H"], "xyz": [[-15.927572, -12.287162, 23.873033], [-16.741668, -12.449539, 22.615692], [-17.502097, -13.789017, 22.542015], [-18.793060, -13.464681, 22.042962], [-18.914735, -12.128959, 21.963954], [-19.872563, -11.568815, 21.513567], [-17.851437, -11.522016, 22.494072], [-15.295812, -13.162931, 23.994629], [-16.461637, -12.149949, 24.817782], [-15.335428, -11.370385, 23.799672], [-16.150113, -12.311031, 21.711063], [-17.635593, -14.296745, 23.499165], [-16.880983, -14.474366, 21.970378], [-15.301003, -9.384459, 15.631842], [-14.359462, -9.842265, 16.735896], [-13.946694, -8.737091, 17.767408], [-14.367561, -9.299158, 19.018006], [-15.149518, -10.371309, 18.832116], [-15.765649, -10.865858, 19.728068], [-15.157126, -10.744965, 17.560904], [-16.205504, -8.864327, 15.935956], [-15.541027, -10.250550, 15.016989], [-14.746820, -8.679246, 14.999551], [-13.538006, -10.486849, 16.421856], [-14.520671, -7.838522, 17.565715], [-12.867904, -8.643624, 17.737925], [-17.508738, -15.212762, 16.908802], [-16.972832, -13.926931, 17.514221], [-17.626307, -13.493867, 18.846167], [-16.562366, -13.595599, 19.781606], [-15.432505, -14.025292, 19.199232], [-14.471932, -14.401747, 19.795255], [-15.589322, -14.066801, 17.864867], [-17.677617, -15.940036, 17.702509], [-16.869085, -15.606002, 16.122097], [-18.463497, -15.006774, 16.417546], [-17.057444, -13.138983, 16.766836], [-18.418120, -14.169487, 19.152809], [-17.949706, -12.452653, 18.823945], [-18.979471, -8.344797, 19.547866], [-18.523185, -7.571498, 20.765699], [-17.693655, -8.404538, 21.738051], [-16.350622, -7.975913, 21.441016], [-16.353046, -6.929332, 20.605698], [-15.383104, -6.375612, 20.190293], [-17.626314, -6.538290, 20.332132], [-18.167915, -8.876907, 19.043529], [-19.418631, -7.691957, 18.785654], [-19.791948, -9.058820, 19.707858], [-19.363364, -7.108321, 21.280938], [-17.825395, -9.471455, 21.587640], [-17.868701, -8.125785, 22.773111], [-14.252393, -9.537399, 27.349900], [-15.226620, -8.445998, 26.967553], [-14.837635, -7.705958, 25.661881], [-15.842774, -8.100475, 24.736696], [-16.825365, -8.755352, 25.361037], [-17.852203, -9.067651, 24.859691], [-16.472607, -9.070491, 26.622652], [-14.608370, -10.085083, 28.223774], [-13.278600, -9.127511, 27.627313], [-14.111477, -10.242217, 26.528553], [-15.335709, -7.718640, 27.773559], [-13.839299, -8.018931, 25.359220], [-14.864829, -6.631723, 25.834931], [-12.215536, -13.661568, 24.574553], [-10.913002, -14.211720, 24.009696], [-10.814132, -14.166799, 22.482272], [-9.810876, -13.158258, 22.284006], [-9.194516, -12.868238, 23.449716], [-8.207743, -12.219692, 23.559468], [-9.822792, -13.465648, 24.502929], [-12.378370, -12.634711, 24.245526], [-12.160365, -13.643536, 25.663873], [-13.097898, -14.224078, 24.286492], [-10.913285, -15.278106, 24.249268], [-11.768590, -13.871568, 22.055185], [-10.423562, -15.107816, 22.101074], [-17.392564, -12.199189, 28.362743], [-18.805606, -12.113711, 27.815206], [-18.957841, -11.375857, 26.498724], [-19.849932, -12.224155, 25.736357], [-20.100495, -13.361826, 26.415800], [-20.794725, -14.216576, 25.998198], [-19.393148, -13.381955, 27.547527], [-16.750264, -12.778871, 27.697825], [-17.341062, -12.644064, 29.353138], [-17.051925, -11.163752, 28.405897], [-19.389697, -11.601409, 28.587180], [-18.047021, -11.255628, 25.916877], [-19.497754, -10.431103, 26.547870], [-13.092375, -9.695182, 22.664285], [-12.921161, -11.343204, 22.081464], [-12.043658, -9.442561, 24.091871], [-12.866511, -8.987773, 21.869581], [-14.144260, -9.472755, 22.845191], [-17.846439, -16.523980, 25.917421], [-16.699081, -15.177348, 25.857063], [-18.409439, -16.831882, 24.242433], [-17.357651, -17.427750, 26.253074], [-18.782727, -16.271621, 26.400940], [-20.828453, -9.182420, 23.297425], [-21.788408, -8.107657, 22.264900], [-21.825731, -10.176885, 24.371807], [-20.263164, -9.844555, 22.648589], [-20.133618, -8.615605, 23.905414], [-20.078178, -17.977010, 20.648552], [-19.919947, -16.463921, 20.675609], [-18.555268, -16.353871, 20.370253], [-17.908303, -17.474782, 20.787708], [-16.745937, -17.571514, 20.742155], [-18.798965, -18.397728, 21.160631], [-20.320025, -15.946688, 21.879075], [-20.278156, -18.326637, 19.630168], [-20.846773, -18.424664, 21.272992], [-20.557434, -16.015410, 19.907817], [-15.211551, -17.778244, 23.095243], [-14.493803, -16.518670, 22.669559], [-13.291492, -16.692770, 23.414129], [-13.593399, -17.332349, 24.561037], [-12.872927, -17.404434, 25.478295], [-14.797627, -17.949310, 24.460875], [-15.119999, -15.361468, 23.102415], [-14.797053, -18.616489, 22.532689], [-16.285862, -17.736301, 22.954946], [-14.306274, -16.442923, 21.598417], [-23.035654, -12.991484, 23.179099], [-23.426476, -14.211554, 22.376435], [-24.828247, -14.162273, 22.360498], [-25.261175, -12.925691, 22.748182], [-26.369786, -12.564699, 22.721102], [-24.199802, -12.158241, 23.047771], [-23.012749, -15.344054, 23.002258], [-22.179872, -12.454330, 22.787683], [-22.974859, -13.217142, 24.243210], [-23.059199, -14.219659, 21.349545]], "forces_ev_per_angstrom": [[0.1, 1.0, 0.2], [-1.1, -0.8, 0.2], [1.1, -0.3, 1.1], [0.2, 0.0, -0.9], [0.2, -0.5, 0.4], [-0.1, 0.0, -0.1], [0.2, 0.6, 0.1], [0.3, 0.1, -0.1], [-0.6, -0.4, -0.3], [0.3, -0.3, -0.1], [0.2, 0.0, 0.2], [-0.1, 0.5, 0.1], [-0.8, -0.1, -0.7], [1.4, 0.1, -0.8], [-1.3, 0.0, 1.0], [-0.5, -1.6, -0.8], [0.5, 0.6, -0.1], [0.1, 0.6, 0.6], [-0.2, -0.4, -0.2], [-0.2, -0.3, -0.1], [0.0, -0.2, 0.5], [-0.2, 0.1, -0.1], [-0.1, -0.1, -0.1], [0.1, 0.5, -0.4], [0.3, 0.3, 0.2], [0.0, 0.5, 0.3], [-0.3, 0.2, 0.2], [-0.2, 0.2, -0.3], [0.4, 0.2, -0.5], [0.0, -0.3, 0.3], [-0.6, -0.5, -0.1], [0.3, 0.4, 0.1], [0.2, -0.1, -0.1], [0.1, -0.3, -0.1], [0.3, 0.0, 0.2], [-0.1, 0.0, 0.2], [0.2, 0.2, 0.1], [-0.1, 0.1, 0.1], [-0.1, -0.1, 0.0], [-0.7, -0.1, -1.0], [-0.6, -0.4, -0.3], [0.1, 0.9, 0.0], [0.4, -0.5, -0.2], [-0.5, 0.3, 0.2], [0.2, -0.1, 0.0], [0.5, -0.2, 0.1], [0.2, 0.0, 0.3], [0.3, 0.3, 0.2], [0.3, -0.1, 0.6], [0.0, 0.1, -0.2], [0.3, 0.0, 0.0], [-0.2, -0.2, 0.0], [0.1, -0.1, 0.3], [0.8, -0.2, -0.5], [0.2, -0.2, 1.1], [0.2, 0.4, -0.4], [0.6, -0.2, 0.4], [-0.6, -0.1, -0.3], [-0.4, 0.5, 0.3], [-0.1, 0.0, -0.1], [0.0, 0.1, -0.2], [0.0, 0.1, 0.0], [-0.5, -0.2, 0.1], [-0.2, 0.1, -0.4], [-0.1, 0.1, -0.4], [0.2, 0.7, 0.3], [-2.1, -1.1, -0.1], [0.6, 0.6, 0.8], [-0.1, 0.2, -0.2], [0.1, -0.4, 0.3], [0.0, 0.3, -0.1], [0.4, -0.1, -0.6], [0.1, 0.0, 0.0], [0.0, -0.1, 0.0], [0.1, -0.3, -0.1], [0.7, 0.2, 0.7], [0.2, 0.0, -0.4], [-0.2, 0.0, -0.3], [-0.2, -0.1, -0.6], [0.2, 0.6, 0.8], [-0.8, -0.1, -1.0], [0.2, -0.1, 0.2], [1.0, 1.3, -0.7], [-0.8, -1.2, -0.1], [0.0, -0.7, 0.8], [0.1, 0.1, -0.1], [-0.2, 0.0, 0.1], [0.3, -0.1, 0.1], [-0.3, -0.2, -0.1], [0.0, 0.0, 0.2], [0.5, 0.1, 0.3], [-0.4, 0.5, -0.4], [-0.2, 0.1, -0.4], [-0.4, 0.1, -0.4], [0.7, -0.2, 0.1], [0.1, -0.4, 0.7], [-0.3, 0.1, -1.2], [-0.1, -0.1, 0.6], [-0.1, -0.3, -0.1], [0.1, 0.1, 0.3], [0.4, 0.2, 0.6], [0.4, -0.2, 0.0], [0.0, 0.0, 0.1], [0.0, 0.3, -0.1], [-0.2, 0.0, 0.0], [-0.2, 0.2, 0.1], [-0.3, -0.3, 0.6], [-1.6, -1.0, -0.6], [-0.6, 1.2, 0.5], [-1.5, 0.2, -0.4], [1.9, -0.3, 0.1], [-0.1, -0.4, -0.5], [0.9, 0.0, -0.4], [0.5, 0.0, 0.0], [0.0, 0.4, 0.3], [0.5, 0.4, 0.0], [-0.3, -0.1, -0.3], [0.3, -0.7, 0.2], [-0.3, 1.2, -1.0], [-0.9, -0.8, -0.4], [1.0, 0.1, 1.4], [-0.1, 0.5, -0.3], [0.3, -0.5, -0.1], [-0.2, 0.1, -0.2], [0.2, 0.0, 0.6], [0.2, 0.2, 0.2], [-0.5, 0.5, 0.1], [0.1, 0.1, 0.2], [-0.2, -0.4, 0.0], [1.8, -0.1, -0.5], [-1.7, 0.3, 0.1], [0.0, 0.2, 0.1], [-0.1, -0.2, -0.1], [0.1, -0.1, 0.1], [0.6, -0.3, -0.1], [0.1, -0.1, 0.0]], "mulliken_charge": [1.29, 2.31, 0.81, -0.02, -0.06, -0.75, 0.33, -0.72, -1.13, -0.42, -0.48, -0.93, -0.37, -1.47, 0.25, -0.54, -0.24, -0.11, -0.02, -0.27, 0.32, 0.37, 0.42, 0.36, 0.30, 0.33, -1.39, 0.47, -0.15, 1.16, 0.01, -0.57, -0.41, 0.15, 0.37, 0.41, 0.33, -0.28, 0.10, -1.07, 0.59, 0.90, -0.20, 0.41, -0.60, -0.42, -0.04, 0.44, 0.23, 0.39, -0.50, -0.14, -1.23, 0.35, -0.22, -0.32, 0.71, -0.47, -0.35, 0.35, 0.40, 0.17, 0.29, 0.01, 0.23, -0.71, 0.71, 0.07, -0.39, 0.56, -0.54, -0.43, -0.10, 0.42, -0.05, 0.24, -0.21, 0.32, -1.12, 0.64, 1.47, 0.11, 0.31, -0.53, -0.40, 0.17, 0.43, 0.20, 0.13, -1.47, 0.24, 0.25, -0.08, -0.20, 0.53, -0.49, -0.75, -0.05, -0.05, 0.49, 0.37, 1.36, -0.20, -0.13, -0.85, -0.06, -0.63, 0.39, -0.04, 0.25, -0.47, -0.37, -0.19, 0.35, 0.32, 0.27, -0.14, 0.46, -0.31, 0.47, -0.52, -0.41, 0.08, 0.38, -0.11, 0.31, 0.25, 0.59, -0.38, 0.54, -0.50, -0.30, -0.27, -0.31, 0.09, 0.25], "e_above_lowest_ev": 0.000, "largest_force_ha_per_bohr": 0.0456, "total_energy_ha": -6876.532765, "charge": 0}

No. 3
{"formula": "C5H10O2", "method": "ωB97M-V/def2-TZVPD", "species": ["C", "O", "C", "C", "O", "C", "C", "H", "H", "H", "H", "H", "H", "H", "H", "H", "H"], "xyz": [[1.679353, 1.221417, -0.361168], [1.028653, 0.344635, -1.249274], [0.289480, -0.705147, -0.715684], [0.427123, -1.347059, 0.670279], [-0.967104, -1.718820, 0.561350], [-1.197527, -0.600084, -0.339957], [-1.656868, 0.653271, 0.392537], [1.093989, 1.425364, 0.543109], [2.665999, 0.835260, -0.064235], [1.816094, 2.159292, -0.904499], [0.353814, -1.525362, -1.436316], [0.541323, -0.665631, 1.521362], [1.149849, -2.159802, 0.785897], [-1.895796, -0.845511, -1.146992], [-1.441515, 1.547631, -0.203116], [-2.733682, 0.625148, 0.588165], [-1.153178, 0.755390, 1.358535]], "forces_ev_per_angstrom": [[0.1, 0.3, 0.2], [-0.1, 0.0, 0.0], [-0.1, -0.2, -0.1], [0.3, 0.0, 0.1], [0.0, 0.0, 0.2], [-0.2, 0.2, -0.2], [0.0, 0.0, 0.0], [0.0, 0.0, -0.1], [-0.2, 0.0, 0.0], [0.1, -0.1, 0.1], [0.1, 0.1, 0.0], [0.2, 0.1, -0.2], [-0.4, -0.2, 0.0], [0.0, -0.1, 0.2], [-0.1, -0.1, 0.0], [0.2, -0.1, -0.1], [0.0, 0.0, -0.1]], "mulliken_charge": [-0.62, -0.40, 0.00, -0.58, -0.47, 0.41, -1.29, 0.25, 0.26, 0.24, 0.34, 0.25, 0.32, 0.37, 0.27, 0.35, 0.28], "smiles": "CO[C@H]1CO[C@H]1C", "e_above_lowest_ev": 2.844, "largest_force_ha_per_bohr": 0.0084, "total_energy_ha": -346.920904, "charge": 0}

no.,LUMO energy (eV),gap between HOMO and LUMO (eV),M (g/mol)
1,-2.465,8.34,557.21
2,0.062,10.58,1287.58
3,0.963,10.59,102.13